# 1
Below is 3 unconnected molecules or ions with the total composition C4H13NO2 in a non-equilibrium geometry, with properties calculated with ωB97M-V/def2-TZVPD.

Properties
Highest occupied orbital energy in eV: -8.268
Energy above the lowest of the compared OMol25 structures with the same formula, charge and spin in kcal per mole: 33.2
SMILES string: C1CCNC1.O.O

The geometry in ORCA input format:
```
! wB97M-V def2-TZVPD RIJCOSX def2/J DEFGRID3
* xyz 0 1
O 2.8269 1.3399 1.8070
O 0.2390 1.2597 2.1264
N -1.2983 0.0304 0.3065
C -0.9140 -1.4323 -1.5953
C -1.5342 -1.3449 -0.1917
C 0.2207 -0.3949 -1.6135
C -0.2375 0.6244 -0.5819
H -0.5165 -2.4518 -1.6478
H 0.9007 1.8534 2.5032
H -0.7656 1.5226 -0.9212
H -2.6092 -1.4834 -0.3649
H -1.6482 -1.3280 -2.3877
H 1.1788 -0.9072 -1.5613
H 0.2139 0.1383 -2.5694
H 2.3907 0.6111 2.2524
H -0.1668 1.8641 1.4904
H -1.2285 -2.0339 0.5990
H 3.3516 1.0709 1.0569
H -0.9793 0.0501 1.2690
H 0.5758 1.0112 0.0238
*
```

# 2
Below is 2 unconnected molecules or ions with the total composition C4H13NO2 in a non-equilibrium geometry, with properties calculated with ωB97M-V/def2-TZVPD.

Properties
Highest occupied orbital energy in eV: -9.545
Energy above the lowest of the compared OMol25 structures with the same formula, charge and spin in kcal per mole: 20.1
SMILES string: COC[C@H](C)N.O

The geometry in ORCA input format:
```
! wB97M-V def2-TZVPD RIJCOSX def2/J DEFGRID3
* xyz 0 1
O -1.8062 0.1703 -1.3840
O 3.5069 1.7172 3.5868
N -1.0252 -0.7200 1.1687
C -0.1620 0.0399 0.2931
C -2.2896 -0.2343 -2.6363
C -0.4990 -0.2878 -1.1542
C 1.3067 -0.2798 0.5529
H 2.6509 1.2751 3.6125
H 1.5879 -0.1461 1.6035
H -1.9988 -0.5419 0.9307
H -0.9442 -0.3741 2.1224
H 0.2181 0.1888 -1.8394
H -2.1819 -1.3141 -2.7787
H -0.3688 -1.3619 -1.3549
H 1.9426 0.3860 -0.0281
H 1.5108 -1.3395 0.3771
H -3.3509 -0.0067 -2.7375
H 3.9268 1.3929 2.7818
H -1.7853 0.2993 -3.4507
H -0.2388 1.1366 0.3345
*
```